No. 1
Entry from OMol25: 24 unconnected molecules or ions with the total composition C9H64NO24 (ωB97M-V with the def2-TZVPD basis set).

Its HOMO-LUMO gap (alpha / beta) is 9.660 / 8.527 eV. Its expectation value of S² is 0.7556. As for the charge: 0. The calculation puts the molar mass at 570.59 g/mol. Its highest occupied orbital energy (alpha / beta) is -10.34 / -10.44 eV. The total energy comes out at -60999.4357 eV. The calculation puts the lowest unoccupied orbital energy (alpha / beta) at -0.68 / -1.91 eV. As for the spin multiplicity: 2. The energy relative to the best compared isomer or geometry (same formula, charge and spin) is 23.6 kcal/mol.

Geometry (Å):
O  -1.292  4.630  1.454
O  -1.441  -2.811  -4.931
O  3.268  1.290  -2.019
O  -0.430  -6.176  -0.496
O  3.439  -1.766  1.467
O  4.969  0.503  1.962
O  3.137  -3.140  3.823
O  1.639  -0.960  -0.921
O  -1.748  1.070  5.150
O  -4.166  2.757  3.177
O  -3.923  -1.259  -4.377
O  1.765  -0.722  -4.402
O  -0.398  -4.863  -3.367
O  2.895  2.089  3.686
O  -4.989  2.045  0.567
O  0.787  -1.591  4.898
O  -1.695  3.824  -3.027
O  3.507  3.520  1.407
O  0.172  2.266  -4.853
O  -2.266  -1.896  4.024
O  -0.862  -3.736  1.685
O  1.610  -4.160  -0.648
O  1.677  5.074  -0.296
O  1.945  3.601  -2.816
N  0.270  -0.668  -0.432
C  0.107  0.349  0.636
C  -0.625  -2.379  -1.984
C  -0.795  0.044  -2.580
C  -2.356  0.088  0.252
C  -2.054  -1.123  -0.589
C  -0.784  -0.936  -1.463
C  -1.228  0.278  1.271
C  0.406  1.811  0.053
C  1.089  0.129  1.800
H  0.973  -0.753  4.475
H  3.529  2.735  0.860
H  -1.342  -0.409  -3.406
H  2.151  2.744  -2.441
H  -1.927  3.853  -2.099
H  2.299  4.661  0.304
H  -1.814  1.879  4.643
H  -0.710  -5.241  -2.545
H  -2.465  0.967  -0.382
H  -0.874  -2.446  -5.610
H  -1.756  -3.419  1.560
H  2.079  0.498  1.534
H  -0.309  -2.982  1.479
H  -2.894  -1.166  -1.283
H  -3.351  0.059  0.696
H  0.235  0.264  -2.861
H  1.609  4.111  -2.079
H  1.607  -3.809  0.243
H  -3.912  -2.208  -4.250
H  3.752  -2.729  3.216
H  5.382  0.681  2.807
H  2.601  0.718  -1.639
H  -4.311  2.167  2.437
H  -4.491  -0.930  -3.679
H  -1.473  -2.788  -2.533
H  -1.746  4.553  2.293
H  -0.439  -3.218  -1.314
H  3.063  -1.581  0.607
H  -2.166  -2.032  0.002
H  0.605  2.420  -5.692
H  1.384  -3.412  -1.201
H  -1.281  1.011  -2.448
H  1.028  -0.899  2.157
H  -0.971  -4.111  -3.519
H  -1.046  3.123  -3.091
H  -1.330  -0.519  2.007
H  1.397  -0.679  -3.519
H  5.513  0.967  1.326
H  1.011  -0.886  -4.969
H  -2.315  0.451  4.690
H  1.049  5.515  0.276
H  0.758  2.657  -4.205
H  -0.423  4.962  1.681
H  2.328  -2.637  3.722
H  0.792  0.847  2.564
H  3.993  0.703  -2.235
H  0.074  -1.398  5.507
H  2.915  2.969  4.062
H  -4.763  3.488  3.020
H  1.426  1.972  -0.294
H  -2.103  -2.574  4.680
H  0.262  -5.630  -0.123
H  0.302  2.518  0.877
H  -1.392  1.233  1.770
H  -1.933  -2.059  -4.601
H  -5.688  1.653  0.043
H  3.167  3.216  2.249
H  -4.183  1.681  0.202
H  -1.164  -6.081  0.112
H  3.915  -0.967  1.698
H  3.427  1.561  4.281
H  -1.529  -1.967  3.417
H  -0.247  2.002  -0.798
H  0.096  -2.495  -2.794

Force components x, y, z for each atom (eV/Å):
0.014 -0.139 -0.271
-0.128 -0.081 -0.024
0.074 0.362 0.277
-0.498 -0.309 -0.343
-0.031 -0.514 0.040
-0.116 0.078 0.043
0.219 -0.320 0.581
-5.428 1.450 2.153
0.444 -0.019 0.155
0.595 0.052 0.579
0.352 0.112 -0.016
0.464 -0.114 -0.169
0.095 -0.247 -0.116
-0.315 0.063 -0.019
-0.037 0.096 0.132
0.131 -0.296 -0.242
-0.297 0.052 0.073
-0.033 0.806 -0.482
-0.531 -0.450 -0.066
-0.466 0.411 -0.095
0.041 -0.188 0.205
0.125 -0.410 0.233
-0.402 0.123 -0.311
-0.492 -0.103 -0.604
5.077 -1.004 -2.350
2.477 1.078 -0.285
0.861 -0.533 -1.427
-0.303 0.632 -0.684
0.124 0.506 0.383
-1.786 1.701 -1.079
-0.521 -3.027 2.875
-2.530 0.530 -0.498
-0.272 -1.194 0.255
0.024 0.824 -0.746
-0.022 0.369 -0.031
0.065 -0.330 -0.175
0.263 0.070 -0.185
0.624 -0.313 0.001
-0.073 0.181 0.315
0.661 -0.369 0.404
-0.192 0.274 -0.073
0.172 -0.516 0.526
0.567 0.232 -0.381
0.166 -0.114 -0.283
-0.338 -0.011 -0.003
0.179 -0.775 -0.029
0.300 0.235 -0.165
-0.032 -0.355 -0.399
0.144 -0.648 0.553
-0.358 0.098 -0.149
-0.148 0.527 0.375
0.311 0.160 0.336
-0.192 -0.438 -0.104
-0.063 -0.088 -0.404
0.126 0.008 0.229
-0.280 -0.654 0.277
-0.323 -0.063 -0.340
-0.173 0.190 0.139
-0.820 1.034 0.408
-0.309 -0.055 0.261
0.119 0.695 0.728
-0.249 0.026 -0.456
0.841 -0.102 -0.144
0.061 0.046 -0.162
0.134 0.212 -0.286
-0.085 -0.071 0.534
0.425 0.129 0.051
0.008 -0.098 -0.649
0.292 -0.109 -0.393
0.343 -0.029 0.066
0.180 -0.241 0.149
0.164 0.081 -0.285
-0.154 0.073 -0.133
-0.234 -0.391 -0.112
-0.179 0.238 -0.153
0.609 0.499 0.369
0.170 0.069 0.104
-0.200 0.047 0.098
-0.278 -0.252 0.290
0.180 -0.117 -0.263
-0.233 0.156 0.183
-0.085 0.239 0.541
-0.167 0.117 -0.093
0.108 -0.591 -0.022
0.046 -0.251 0.148
0.452 0.371 -0.138
-0.526 0.083 -0.217
0.108 -0.082 0.349
-0.261 0.459 -0.064
-0.306 -0.060 -0.079
0.083 -0.508 0.044
0.227 0.060 -0.218
-0.137 -0.036 0.207
0.354 0.417 -0.014
0.150 -0.235 0.141
0.401 -0.205 0.042
-0.140 0.415 0.308
0.590 0.376 0.271

---

No. 2
Entry from OMol25: a molecular structure, C17H17Br6N3 (ωB97M-V with the def2-TZVPD basis set).

Its HOMO-LUMO gap is 8.640 eV. As for the charge: 0. The calculation puts the molar mass at 742.77 g/mol. Its highest occupied orbital energy is -9.44 eV. The total energy comes out at -442627.1219 eV. The calculation puts the lowest unoccupied orbital energy at -0.80 eV. As for the spin multiplicity: 1. The energy relative to the best compared isomer or geometry (same formula, charge and spin) is 30.9 kcal/mol.

Geometry (Å):
Br  17.649  11.915  9.423
Br  18.468  7.682  6.797
Br  15.727  9.279  10.038
Br  21.264  9.112  6.123
Br  20.313  8.767  9.296
Br  14.602  11.579  8.043
N  8.824  10.281  8.444
N  12.391  6.210  7.291
N  17.089  10.746  5.179
C  16.202  10.607  8.706
C  18.178  10.263  4.421
C  12.236  5.674  6.031
C  12.895  7.844  5.090
C  8.915  12.540  9.244
C  10.958  11.317  8.716
C  16.888  12.075  5.375
C  10.192  10.203  8.495
C  18.992  12.565  4.175
C  13.268  8.230  6.405
C  19.748  9.068  7.391
C  12.942  7.421  7.443
C  8.165  11.409  8.826
C  10.318  12.504  9.218
C  19.162  11.163  3.942
C  17.896  12.963  4.939
C  12.400  6.543  4.923
H  13.710  9.209  6.525
H  19.652  13.262  3.680
H  18.266  9.188  4.356
H  11.833  4.673  5.996
H  16.539  10.011  7.858
H  13.305  7.594  8.446
H  10.589  9.210  8.343
H  19.989  10.806  3.346
H  17.706  14.018  5.067
H  19.169  9.988  7.309
H  12.114  6.224  3.932
H  13.093  8.480  4.240
H  7.088  11.395  8.900
H  12.029  11.288  8.580
H  10.865  13.401  9.469
H  8.482  13.447  9.638
H  15.974  12.452  5.808

Force components x, y, z for each atom (eV/Å):
-1.521 -1.440 -0.958
0.546 0.412 0.541
0.152 0.587 -0.238
-0.699 0.063 0.933
-0.418 0.306 -1.611
1.036 -0.375 0.615
-0.313 0.393 0.999
0.367 -1.653 -1.365
0.479 -0.335 -1.019
-0.024 0.591 0.479
-0.778 3.224 1.917
-0.281 3.401 1.467
0.306 -1.136 1.536
0.690 -0.571 0.155
-0.217 1.640 1.187
2.897 -1.526 -1.471
-2.375 0.728 -0.417
-0.752 -2.160 0.241
-0.485 0.967 -2.472
0.055 -0.840 0.065
0.266 -1.686 0.366
2.902 -0.329 0.101
-0.692 -1.552 -1.563
-1.420 0.419 0.344
-0.591 0.517 -0.611
0.035 -0.225 0.235
0.171 -0.031 0.286
0.105 0.162 0.340
-0.108 0.055 -0.180
0.081 -0.026 -0.214
0.446 0.589 0.017
-0.414 0.548 0.275
0.193 0.037 -0.357
0.043 -0.067 -0.002
0.122 0.192 0.126
0.490 0.014 0.198
0.132 -0.222 -0.110
-0.144 0.070 -0.001
-0.070 -0.128 -0.370
-0.015 -0.099 0.298
0.219 -0.104 0.066
-0.473 -0.068 -0.071
0.054 -0.344 0.245

---

No. 3
Entry from OMol25: a molecular structure, C20H28CuN4O3S2 (ωB97M-V with the def2-TZVPD basis set).

Its HOMO-LUMO gap (alpha / beta) is 9.261 / 7.641 eV. Its expectation value of S² is 0.7524. As for the charge: +2. The calculation puts the molar mass at 500.15 g/mol. Its highest occupied orbital energy (alpha / beta) is -14.23 / -14.23 eV. The total energy comes out at -99593.8580 eV. The calculation puts the lowest unoccupied orbital energy (alpha / beta) at -4.97 / -6.59 eV. As for the spin multiplicity: 2. The energy relative to the best compared isomer or geometry (same formula, charge and spin) is 3.6 kcal/mol.

Geometry (Å):
Cu  -0.884  0.596  0.121
S  1.332  2.082  1.604
S  1.212  -1.038  -1.752
O  -2.263  0.820  1.997
O  -1.933  -0.917  -0.679
O  0.011  2.139  0.832
N  -3.051  2.839  -1.974
N  -3.924  2.395  1.978
N  0.864  -0.337  -0.329
N  -2.684  1.823  0.052
C  1.584  -4.799  -0.306
C  0.109  -3.490  -2.272
C  3.666  -1.792  -2.766
C  -4.637  3.279  1.234
C  -4.410  3.459  -0.087
C  5.722  -0.643  -2.281
C  -2.082  -2.084  0.169
C  1.044  -2.809  -1.507
C  -0.088  -4.845  -2.043
C  0.859  1.689  3.301
C  3.676  0.110  -1.265
C  -4.147  2.236  3.415
C  -3.364  2.703  -0.686
C  5.035  -1.653  -2.940
C  -2.937  1.649  1.378
C  1.795  -3.449  -0.529
C  3.010  -0.911  -1.918
C  0.642  -5.494  -1.058
C  1.703  3.825  1.860
C  5.046  0.235  -1.446
H  -4.988  4.165  -0.663
H  -2.240  2.378  -2.348
H  -4.176  1.179  3.665
H  2.165  -5.314  0.448
H  3.129  -2.581  -3.277
H  -0.806  -5.394  -2.636
H  6.789  -0.539  -2.422
H  -0.447  -2.969  -3.042
H  1.192  -0.896  0.454
H  2.126  4.232  0.945
H  -1.084  -2.480  0.340
H  -5.089  2.700  3.690
H  2.552  -2.914  0.032
H  -2.811  -0.567  -0.888
H  -2.678  -2.837  -0.343
H  0.778  4.340  2.112
H  -5.399  3.838  1.758
H  0.341  0.732  3.294
H  0.488  -6.549  -0.878
H  5.563  -2.337  -3.591
H  2.423  3.904  2.673
H  -3.527  3.510  -2.553
H  1.761  1.626  3.909
H  -3.341  2.707  3.974
H  5.589  1.021  -0.938
H  0.198  2.466  3.681
H  -2.543  -1.823  1.122
H  3.133  0.785  -0.619

Force components x, y, z for each atom (eV/Å):
0.420 -0.204 -0.471
0.195 0.359 0.620
0.271 -0.337 0.433
-0.001 -0.093 0.129
-0.218 0.171 0.091
-0.140 0.279 -0.032
-0.020 0.033 0.076
0.017 -0.032 -0.028
-0.694 0.252 0.185
0.270 -0.118 -0.328
0.038 0.032 0.054
0.003 0.120 -0.057
-0.001 -0.036 -0.049
-0.019 0.055 -0.193
-0.028 0.061 -0.035
0.011 0.030 0.013
-0.001 -0.319 0.149
-0.040 0.274 -0.168
-0.014 -0.066 0.014
0.003 0.081 -0.208
-0.041 0.020 0.074
0.046 -0.043 0.211
-0.017 -0.056 0.284
-0.052 -0.010 -0.014
-0.012 -0.029 -0.079
0.034 -0.031 0.027
-0.326 -0.016 -0.006
-0.017 0.011 -0.004
0.014 -0.223 -0.115
0.056 -0.004 -0.032
-0.018 0.007 0.044
0.006 -0.021 -0.057
-0.006 -0.001 -0.032
-0.010 -0.011 -0.007
0.009 -0.009 0.005
0.001 0.014 -0.011
-0.003 -0.006 0.010
-0.021 -0.020 0.014
0.293 -0.029 -0.094
0.000 -0.052 -0.016
-0.007 0.050 -0.053
-0.027 0.016 -0.089
-0.004 0.003 -0.002
0.004 -0.123 -0.002
0.013 0.061 -0.061
-0.038 -0.063 0.031
-0.004 -0.029 0.039
0.038 -0.013 -0.040
-0.001 0.000 -0.023
-0.005 0.005 -0.003
0.035 -0.022 -0.033
0.012 0.011 -0.009
0.031 -0.020 -0.053
0.008 -0.025 -0.025
-0.020 0.002 0.004
-0.033 -0.001 -0.039
0.006 0.108 -0.053
0.000 0.007 0.013

---

No. 4
Entry from OMol25: 2 unconnected molecules or ions with the total composition C4H8O2P (ωB97M-V with the def2-TZVPD basis set).

Its HOMO-LUMO gap is 5.177 eV. As for the charge: -1. The calculation puts the molar mass at 119.08 g/mol. Its highest occupied orbital energy is -1.71 eV. The total energy comes out at -17659.9228 eV. The calculation puts the lowest unoccupied orbital energy at 3.47 eV. As for the spin multiplicity: 1. The energy relative to the best compared isomer or geometry (same formula, charge and spin) is 84.1 kcal/mol.

Geometry (Å):
P  0.672  0.461  0.874
O  3.909  -0.667  0.688
O  3.128  0.445  -1.109
C  -0.834  -0.252  0.422
C  3.436  -0.113  -0.172
C  -0.780  -1.433  -0.507
C  -1.885  0.760  -0.097
H  -1.777  -2.007  -0.268
H  -0.032  -2.074  -0.193
H  -1.570  0.982  -1.162
H  -1.898  1.577  0.603
H  0.356  1.228  2.158
H  1.068  1.657  0.266
H  -0.828  -1.092  -1.568
H  -2.966  0.530  0.065

Force components x, y, z for each atom (eV/Å):
0.132 -0.559 2.590
1.660 -2.129 3.269
-1.043 1.677 -2.975
-0.985 1.056 -0.549
-0.414 0.358 -0.380
-3.771 0.759 0.805
0.327 -0.771 0.755
1.471 0.617 -0.927
1.895 -1.416 -0.139
-1.009 0.463 0.753
0.746 1.199 -0.248
0.335 -0.669 -1.218
-0.160 0.980 -0.788
0.399 -0.694 0.052
0.416 -0.871 -0.999

---

Q: Which largest force on an atom values were calculated for the entries above? A: 6.02, 3.83, 0.76, 4.24, in eV Å⁻¹.